{"formula": "C19H19ClF6N4O3PRuS2", "method": "ωB97M-V/def2-TZVPD", "elements": ["Ru", "C", "C", "C", "O", "C", "O", "O", "H", "H", "H", "H", "H", "H", "H", "S", "C", "S", "C", "C", "N", "C", "N", "Cl", "C", "C", "C", "C", "C", "C", "C", "H", "H", "H", "H", "H", "H", "C", "N", "C", "C", "N", "C", "H", "H", "H", "H", "H", "H", "F", "P", "F", "F", "F", "F", "F"], "positions_angstrom": [[-0.014, 1.191, 0.504], [-1.258, 3.557, -2.873], [-1.321, 2.460, -1.827], [-2.764, 2.159, -1.435], [-0.560, 2.864, -0.661], [-0.626, 1.165, -2.301], [-0.698, 0.812, -3.465], [-0.011, 0.492, -1.382], [-1.919, 4.382, -2.604], [-1.554, 3.152, -3.839], [-0.240, 3.936, -2.956], [-3.273, 3.078, -1.138], [-2.819, 1.457, -0.605], [-3.285, 1.735, -2.294], [-1.053, 3.497, -0.110], [3.333, -1.046, 0.086], [2.815, -0.333, 1.596], [1.157, -0.085, 2.017], [3.814, -0.020, 2.490], [3.551, 0.602, 3.745], [3.382, 1.065, 4.786], [5.177, -0.341, 2.223], [6.275, -0.598, 1.986], [2.064, -4.798, 0.283], [2.381, -4.186, -1.318], [2.771, -5.095, -2.290], [3.048, -4.648, -3.571], [2.929, -3.298, -3.871], [2.531, -2.408, -2.889], [2.250, -2.828, -1.590], [1.826, -1.816, -0.566], [2.858, -6.141, -2.032], [3.354, -5.355, -4.330], [3.136, -2.941, -4.871], [2.415, -1.357, -3.122], [1.303, -2.273, 0.271], [1.174, -1.077, -1.025], [-4.001, -1.552, 2.960], [-3.079, -1.184, 1.906], [-2.927, -1.795, 0.689], [-1.920, -1.144, 0.046], [-1.459, -0.138, 0.867], [-2.174, -0.189, 1.977], [-4.852, -2.066, 2.519], [-4.354, -0.653, 3.461], [-3.519, -2.207, 3.686], [-3.536, -2.632, 0.397], [-1.487, -1.307, -0.923], [-2.052, 0.470, 2.822], [0.376, 3.514, 1.832], [-0.967, 3.939, 2.692], [-2.318, 4.334, 3.460], [-1.815, 2.839, 1.791], [-1.290, 5.035, 1.530], [-0.657, 2.771, 3.751], [-0.119, 5.002, 3.516]], "e_above_lowest_kcal_mol": 12.0, "orbital_gap_ha": 0.2637, "total_charge": -1, "energy_ev": -94492.0206}